Computed, not measured: a structure of composition C24H34F6O2S6SbTc in a non-equilibrium geometry, with wB97M-V/def2-TZVPD.

Cartesian coordinates (Å):
Tc (1.0692, 0.6335, 0.0102)
C (0.3003, 1.5015, -3.3398)
C (0.3819, 2.8474, -2.6881)
S (0.1920, 2.6280, -0.8654)
C (0.8439, 4.1588, 0.0436)
C (0.9332, 3.8522, 1.5077)
S (1.6494, 2.2380, 1.9551)
C (3.4423, 2.6723, 1.9655)
C (4.0746, 2.6506, 0.5716)
S (3.1632, 1.4468, -0.5067)
C (3.7918, 1.4186, -2.2411)
C (3.0295, 0.3967, -3.0652)
S (1.3050, 0.1912, -2.4288)
H (0.6476, 1.5076, -4.3832)
H (-0.6942, 1.0657, -3.3074)
H (-0.5239, 3.4490, -2.9861)
H (1.3252, 3.4028, -2.9216)
H (0.1007, 4.9362, -0.1680)
H (1.8367, 4.4582, -0.3891)
H (-0.0557, 3.8453, 1.9714)
H (1.5152, 4.6509, 2.0396)
H (3.8280, 1.8243, 2.5532)
H (3.5768, 3.6089, 2.5186)
H (5.1142, 2.2876, 0.5394)
H (4.0796, 3.6643, 0.0782)
H (4.8831, 1.2147, -2.1691)
H (3.7057, 2.4620, -2.6534)
H (3.4989, -0.6062, -2.9199)
H (2.9667, 0.6071, -4.1457)
O (-0.0786, -1.4104, -0.4303)
S (0.4547, -2.8059, -0.1870)
C (-0.2395, -3.3916, 1.4674)
C (-1.0071, -2.3131, 2.1999)
C (-2.3744, -2.1484, 1.5373)
C (-2.9549, -0.7626, 1.5432)
S (-2.0935, 0.3695, 0.3829)
O (-0.7197, 0.7100, 1.1723)
C (-3.1914, 1.7020, 0.6698)
C (-2.9863, 2.7298, 1.5928)
C (-4.0946, 3.5157, 1.9493)
C (-5.3174, 3.3866, 1.3109)
C (-5.4893, 2.3899, 0.3238)
C (-4.4215, 1.5642, 0.0115)
C (-0.3977, -3.9711, -1.2398)
C (-0.1943, -5.3090, -0.9403)
C (-0.9623, -6.2604, -1.6253)
C (-1.8684, -5.8676, -2.6227)
C (-1.9996, -4.5167, -2.9451)
C (-1.2887, -3.5561, -2.2253)
H (0.6777, -3.7089, 1.9899)
H (-0.8635, -4.2983, 1.2489)
H (-0.4447, -1.3593, 2.2050)
H (-1.1473, -2.6592, 3.2223)
H (-3.1015, -2.8087, 2.0633)
H (-2.3925, -2.4531, 0.4868)
H (-2.9107, -0.2944, 2.5460)
H (-3.9874, -0.8435, 1.2097)
H (-2.0331, 2.8829, 2.0936)
H (-3.9481, 4.2459, 2.7293)
H (-6.1434, 4.0911, 1.5027)
H (-6.4293, 2.2511, -0.1882)
H (-4.5516, 0.8183, -0.7702)
H (0.5376, -5.6543, -0.1976)
H (-0.8069, -7.3043, -1.3888)
H (-2.4517, -6.6299, -3.1141)
H (-2.6331, -4.2055, -3.7377)
H (-1.4298, -2.5092, -2.4523)
F (2.0263, -0.6821, 1.2493)
Sb (3.7412, -1.9033, 2.0465)
F (4.3339, -0.2475, 2.8600)
F (4.6971, -1.4291, 0.4204)
F (5.1322, -2.8339, 2.7971)
F (2.8528, -3.4018, 1.1488)
F (2.5192, -2.1320, 3.5091)

Properties
E_HOMO (spin up / spin down): -19.45 / -18.90 eV
Spin multiplicity: 3
Total energy: -119545.109 eV
HOMO-LUMO gap (spin up / spin down): 4.10 / 2.59 eV
Charge: +4
Energy relative to the best compared isomer or geometry (same formula, charge and spin): 96.19 kJ/mol

Löwdin population analysis, charges in e, atoms 1 to 4: 0.951 -0.382 -0.400 0.855